A single C19H21BrN2O4S molecule, computed with wB97M-V/def2-TZVPD.

Geometry as XYZ:
```
48
Properties=species:S:1:pos:R:3:forces:R:3
O 2.09128 -3.17459 5.12276 -0.019 -0.202 0.287
C 1.78802 -2.34105 4.30055 -0.152 0.231 0.109
N 2.40274 -2.32556 3.08056 0.475 -0.405 -0.286
C 2.12970 -1.47887 1.99196 0.037 0.313 -0.432
C 1.64146 -2.01598 0.80309 0.144 0.182 0.212
C 1.24418 -1.17363 -0.21820 -0.005 0.043 -0.207
C 1.35904 0.19390 -0.06194 -0.274 0.175 -0.310
C 1.93032 0.73161 1.07563 0.080 0.010 0.024
C 2.32696 -0.10431 2.10218 0.111 -0.100 -0.223
H 2.76290 0.29924 3.00280 0.047 0.038 0.100
H 2.02846 1.80186 1.15745 0.047 0.162 0.137
S 0.63270 1.29386 -1.27824 0.731 -0.374 1.009
O -0.19865 2.19371 -0.53407 0.220 0.271 -0.018
O 0.06541 0.47386 -2.30696 0.211 -0.046 -0.238
N 2.02564 2.06581 -1.83097 -0.628 -0.292 0.428
H 2.02273 3.01366 -1.48073 -0.107 0.153 0.198
C 2.20886 2.02642 -3.26326 -0.243 0.096 -0.535
H 3.26651 2.17759 -3.49508 -0.085 -0.064 -0.013
H 1.90651 1.02596 -3.57375 0.173 0.047 -0.227
C 1.33557 3.09206 -3.96970 0.433 -0.030 -0.140
C 0.90421 2.66368 -5.37534 -0.021 0.163 0.193
H 1.64229 2.02086 -5.84998 0.060 -0.013 -0.077
H 0.74328 3.54281 -6.00117 0.050 -0.022 -0.036
C -0.42338 1.96125 -5.09339 0.004 0.081 0.220
H -1.08966 1.94657 -5.95244 -0.018 -0.039 -0.037
H -0.25349 0.94280 -4.74660 -0.029 -0.028 -0.065
C -0.97705 2.79697 -3.94230 -0.409 0.005 -0.242
H -1.54525 3.66143 -4.31221 0.008 -0.127 0.033
H -1.59722 2.21922 -3.25598 -0.019 0.059 -0.066
O 0.14891 3.27659 -3.21895 0.117 0.125 -0.089
H 1.87867 4.04761 -3.96894 -0.069 -0.116 -0.044
H 0.80947 -1.55593 -1.12819 -0.074 -0.125 -0.066
H 1.53029 -3.08562 0.70637 -0.083 -0.096 0.023
H 2.96073 -3.14999 2.89395 -0.073 0.098 0.137
C 0.70775 -1.29556 4.54970 -0.054 -0.108 0.163
C -0.27478 -1.19033 3.41681 -0.345 0.076 0.012
C -0.60519 0.03978 2.86109 -0.147 -0.230 0.121
C -1.43512 0.12638 1.75824 -0.142 -0.039 -0.080
C -1.95281 -1.03748 1.21911 -0.113 -0.035 -0.035
C -1.68723 -2.27170 1.78956 -0.117 0.029 -0.079
C -0.84990 -2.34070 2.88670 -0.035 0.174 0.114
H -0.62640 -3.30103 3.32840 0.045 -0.148 0.037
H -2.12203 -3.16657 1.37190 -0.031 -0.069 -0.045
Br -3.03533 -0.94321 -0.33692 0.054 -0.004 0.068
H -1.64473 1.08259 1.30450 -0.033 0.054 -0.048
H -0.19516 0.94719 3.27851 0.111 0.091 0.035
H 1.17735 -0.32878 4.73645 -0.002 0.011 0.031
H 0.19853 -1.60078 5.46795 0.170 0.028 -0.050
```
Forces are in eV/Å.

SMILES = O=C(Cc1ccc(Br)cc1)Nc1ccc(S(=O)(=O)NC[C@H]2CCCO2)cc1
net charge = 0
energy relative to the best compared isomer or geometry (same formula, charge and spin) = 11.5 kJ/mol

***

A molecular structure, C35H96BeNO14, computed with wB97M-V/def2-TZVPD.

Geometry as XYZ:
```
147
Properties=species:S:1:pos:R:3:forces:R:3
Be 0.15327 4.36531 -7.61204 -0.036 -0.029 0.043
C -1.50673 -0.27256 -1.68264 0.455 1.054 -1.612
C -0.22235 0.13633 -0.94846 -0.434 -1.742 1.224
C 0.05255 -1.03288 0.02841 0.359 -0.794 0.007
C 1.45599 -1.16443 0.57598 -1.099 0.811 1.224
C 2.41529 -1.22945 -0.54034 0.942 0.296 -0.815
C 2.37222 0.00035 -1.58947 0.949 -2.250 1.381
N 0.91519 0.23401 -1.96357 -0.888 8.221 -3.384
O 0.67920 1.35454 -2.95796 1.510 -7.097 5.539
C 3.27138 -0.39419 -2.76427 -1.315 0.026 -0.211
C 2.88432 1.25207 -0.85621 -1.615 1.316 0.453
C -0.46242 1.42002 -0.04931 0.012 0.267 -1.289
H -1.37265 -1.12935 -2.34296 0.153 -0.537 0.640
H -1.68059 0.48292 -2.44888 -0.641 0.469 0.353
H -2.34405 -0.39360 -0.99537 0.213 0.028 -0.143
H -0.12167 -1.99964 -0.44396 -0.380 0.078 -0.436
H -0.67668 -0.97938 0.83677 -0.090 0.245 -0.083
H 1.50838 -2.04800 1.21210 0.042 -0.234 -0.245
H 1.65376 -0.36730 1.29263 0.284 0.381 -0.160
H 2.33631 -2.20416 -1.02178 -0.394 0.152 -0.587
H 3.40883 -1.30625 -0.09865 0.342 0.572 -0.377
H 2.91773 -1.37579 -3.07970 0.155 0.051 -0.438
H 4.31182 -0.51412 -2.46231 -0.165 0.348 0.158
H 3.13952 0.34360 -3.55572 0.365 -0.154 -0.126
H 3.03023 2.11432 -1.50686 0.489 -0.357 -0.392
H 3.69510 1.10506 -0.14268 0.260 -0.505 -0.598
H 2.08201 1.63265 -0.22411 -0.097 -0.123 0.234
H -0.38571 2.30254 -0.68443 0.353 0.146 0.182
H 0.14792 1.47695 0.85198 0.322 -0.095 -0.368
H -1.49534 1.44566 0.29785 -0.079 -0.549 -0.173
C -8.51730 -0.86140 3.06351 0.159 0.652 -1.459
C -9.00346 -2.15663 3.61516 -1.702 -0.215 -1.633
O -8.23727 -3.25955 3.24931 3.107 -1.335 1.667
H -7.43359 -0.77432 2.98542 0.153 -0.247 0.617
H -8.90629 -0.03217 3.65441 -0.008 0.131 -0.271
H -8.81773 -0.78611 2.01844 -0.273 0.420 -0.074
H -9.90484 -2.55246 3.14725 -1.280 1.640 0.465
H -9.20138 -1.88187 4.65122 0.513 -1.711 0.586
H -8.38823 -3.67404 2.39666 -0.662 0.669 0.101
C 8.18177 -5.49714 -2.91169 -0.678 -1.053 0.510
C 8.01424 -6.88092 -3.57273 1.203 1.013 -1.036
O 7.50042 -7.79670 -2.68797 -0.870 -0.916 1.590
H 7.23620 -5.28084 -2.41447 -0.325 0.380 -0.377
H 8.47630 -4.70242 -3.59709 -0.044 -0.173 0.047
H 8.84241 -5.55613 -2.04673 0.516 -0.078 -0.325
H 8.97750 -7.27320 -3.89884 0.376 0.383 -0.302
H 7.37454 -6.85768 -4.45498 -0.094 0.515 -0.251
H 7.62868 -8.67143 -3.06214 -0.088 -0.064 0.141
C 7.80697 -0.24161 5.36102 0.977 0.124 0.008
C 9.08511 0.45146 4.90148 -0.296 -0.036 -1.252
O 10.19975 0.14692 5.70407 -0.031 -0.140 1.001
H 8.09941 -1.27537 5.54517 -0.319 0.017 0.746
H 7.02133 -0.30667 4.60827 0.178 0.431 -0.210
H 7.45599 0.35729 6.20141 -0.275 -0.793 0.356
H 8.90758 1.52683 4.88889 0.075 0.174 -0.223
H 9.36844 0.09213 3.91219 -0.403 0.279 -0.508
H 10.88544 0.78299 5.48765 0.094 -0.055 0.083
C 0.31997 -5.63133 -7.47698 -0.297 -1.602 -0.506
C 1.10447 -4.50207 -6.88885 -0.546 -1.417 1.084
O 0.37369 -3.33533 -7.09903 -0.123 1.347 -0.717
H 0.15784 -5.53739 -8.55076 -0.187 0.413 0.032
H -0.62236 -5.85354 -6.97625 -0.207 0.603 -0.048
H 0.82600 -6.59360 -7.39912 0.557 0.034 0.164
H 2.11706 -4.58238 -7.28421 0.145 0.908 -0.206
H 1.15416 -4.68438 -5.81536 0.366 -0.071 0.219
H 0.29417 -2.78617 -6.31563 0.292 -0.219 -0.027
C 1.68806 -7.80450 7.36790 0.838 -0.209 -1.004
C 1.08593 -9.17129 7.59051 -0.369 0.436 1.927
O 1.88653 -10.23943 7.12301 -0.203 0.099 -0.470
H 1.73858 -7.68406 6.28575 -0.103 0.433 -0.179
H 2.73129 -7.76322 7.68106 -0.046 -0.064 0.319
H 1.14525 -6.96723 7.80655 -0.173 -0.246 0.058
H 0.03220 -9.10850 7.31885 -0.020 -0.675 -0.872
H 1.00036 -9.35269 8.66190 0.170 0.064 0.272
H 1.53161 -10.63856 6.32532 -0.102 0.161 -0.056
C -2.33288 -7.63821 2.33710 0.219 0.389 0.787
C -3.71401 -8.24410 2.31260 0.054 -0.697 0.249
O -3.57441 -9.64315 2.45193 0.356 -0.747 -0.152
H -1.54806 -8.15905 1.78858 -0.525 0.082 -0.774
H -1.90635 -7.66957 3.33969 -0.338 0.090 0.328
H -2.45040 -6.58522 2.08115 0.445 0.037 -0.256
H -4.25719 -8.00144 1.39927 0.022 0.132 -0.130
H -4.28827 -7.91236 3.17762 -0.128 0.556 -0.070
H -4.37633 -10.11075 2.20723 -0.102 0.163 0.025
C 8.63915 2.36681 -8.46073 -0.169 0.400 0.417
C 8.73525 3.45362 -7.33499 1.338 -2.486 0.497
O 8.09354 4.63642 -7.51071 -0.762 2.328 -1.179
H 9.09798 1.43919 -8.11853 -0.250 -0.079 0.398
H 9.17959 2.54359 -9.39066 0.111 0.788 0.113
H 7.61047 2.17420 -8.76540 -0.095 -0.040 0.259
H 9.78935 3.63171 -7.12226 0.321 -0.105 -0.187
H 8.35263 3.12223 -6.36964 -0.094 -1.132 -0.083
H 8.77743 5.31002 -7.49788 -0.402 0.323 -0.231
C -5.84956 1.58351 -8.08222 -1.213 0.825 0.235
C -4.65966 1.01229 -8.76101 -1.006 -1.727 -0.805
O -3.79201 1.95667 -9.23915 1.903 1.153 -0.003
H -6.30316 2.38964 -8.65885 0.066 -0.076 -0.651
H -5.68081 2.12932 -7.15393 0.318 -0.644 0.410
H -6.63635 0.83220 -8.01451 0.037 -0.042 0.521
H -4.99091 0.38832 -9.59109 -0.505 0.032 -0.427
H -4.17442 0.21556 -8.19722 0.608 0.614 0.658
H -4.11861 2.36590 -10.04381 -0.189 -0.129 0.072
C -4.00203 -1.91044 6.91534 -0.724 0.313 -0.339
C -4.44853 -0.43131 7.06146 -0.382 -1.133 -1.074
O -3.88703 0.12298 8.16710 1.401 1.191 2.311
H -4.53989 -2.59684 7.56930 -0.299 0.155 -0.078
H -2.95483 -2.12698 7.12649 0.165 0.738 0.042
H -4.16154 -2.18464 5.87252 -0.172 -0.318 0.019
H -5.51261 -0.23610 7.19459 -0.468 -0.997 -0.706
H -4.16128 0.12656 6.17019 0.197 0.009 -0.354
H -4.53672 0.69720 8.57913 0.299 0.047 0.163
C 1.57460 3.76651 6.55256 -0.960 0.150 0.623
C 1.21041 2.29470 6.76704 1.260 0.713 -0.434
O 0.97496 2.09319 8.15372 -0.371 -0.258 -0.636
H 0.64173 4.31628 6.67745 -0.107 0.296 -0.565
H 2.06466 3.98159 5.60298 -0.169 -0.052 0.005
H 2.15012 4.19124 7.37503 0.514 -0.527 -0.043
H 2.03903 1.69430 6.39155 0.315 -0.366 0.393
H 0.38949 2.00378 6.11164 -0.489 0.130 0.298
H 0.20827 1.51798 8.20771 -0.021 -0.095 0.365
O -3.16736 6.13366 -5.21734 0.213 -0.146 -0.121
H -3.17489 7.04599 -4.92780 0.022 0.266 0.034
H -3.87222 5.71835 -4.72042 -0.229 -0.136 0.090
C 1.58264 10.88938 1.49329 -1.343 -0.370 -1.842
C 1.05781 9.43135 1.49706 1.004 -1.344 1.199
C -0.09568 9.22998 2.41020 -1.661 1.388 1.568
O 0.67702 8.77452 0.29034 0.096 1.126 -1.530
H 2.25409 11.12888 2.31784 -0.111 -0.251 -0.189
H 0.74678 11.58736 1.44556 -0.291 0.027 0.715
H 1.99334 11.12672 0.51191 0.865 -0.338 0.124
H 1.87761 8.79091 1.82246 0.455 0.282 0.593
H -0.55450 8.24517 2.49815 0.529 -0.288 -0.218
H -0.91520 9.88480 2.11408 -0.193 -0.003 -0.624
H 0.02450 9.61968 3.42104 0.669 -0.285 0.273
H 0.48885 7.86831 0.54525 -0.021 0.057 -0.064
C -8.56062 6.36343 -2.91483 -0.310 -0.067 0.731
C -7.73279 6.01016 -1.62616 -2.192 1.669 1.334
C -8.63693 5.89374 -0.36075 -0.835 1.297 -0.893
O -7.11151 4.81306 -1.79269 1.333 -2.271 -1.609
H -9.09804 5.49170 -3.28814 0.614 -0.410 -0.158
H -8.03247 6.88395 -3.71371 0.430 -0.457 0.071
H -9.41998 7.00977 -2.73647 0.210 0.400 0.730
H -7.03232 6.80528 -1.37074 0.324 0.257 -0.441
H -9.05207 6.86354 -0.08644 0.374 0.456 0.023
H -8.11114 5.54586 0.52842 -0.043 -0.437 -0.222
H -9.57309 5.39044 -0.60244 0.325 -0.902 0.200
H -6.61297 4.48756 -1.03964 -0.214 0.471 0.227
```
Forces are in eV/Å.

net charge = +1
DFT total energy = -2513.14984 Ha

***

A gas-phase ion, C3H5N2 (charge +1), computed with wB97M-V/def2-TZVPD.

Geometry as XYZ:
```
10
Properties=species:S:1:pos:R:3:forces:R:3
C -0.04609 1.33222 0.24687 1.440 3.138 0.518
C 0.27029 -0.08882 -0.48960 1.748 -0.918 -0.569
C -1.12589 0.08259 -0.31255 -2.518 0.649 -4.608
N -1.23514 1.46081 -0.14649 0.883 0.194 1.712
N 0.65834 -1.18608 0.17942 3.433 0.349 -0.360
H 0.60953 1.83998 0.92126 0.721 0.809 -0.023
H 0.96929 0.16838 -1.41644 -1.743 -0.349 1.541
H -1.85022 -0.49722 0.04835 -2.692 -2.710 0.848
H 1.65969 -1.36966 0.21455 -0.101 -0.388 0.139
H 0.09020 -1.74221 0.75463 -1.169 -0.775 0.802
```
Forces are in eV/Å.

2S+1 = 3
net charge = +1
energy relative to the best compared isomer or geometry (same formula, charge and spin) = 254.4 kJ/mol
⟨S²⟩ = 2.016

***

Results for strongest force on any atom: 1.3, 9.1, 5.3 (in eV Å⁻¹, following the order of the records).